No. 1
{"formula": "C10H15ClN5O", "method": "wB97M-V/def2-TZVPD", "smiles": "COc1ccc(CNC(=[NH2+])N=C(N)N)cc1Cl", "gap_ha": 0.32828, "energy_ev": -32629.34745, "total_charge": 1, "species": ["C", "H", "H", "H", "O", "C", "C", "C", "C", "C", "C", "Cl", "H", "C", "N", "C", "N", "C", "N", "H", "H", "N", "H", "H", "N", "H", "H", "H", "H", "H", "H", "H"], "xyz": [[-4.4742, -0.6230, -1.1282], [-4.0189, -1.0645, -2.0193], [-5.3249, -0.0119, -1.4227], [-4.8122, -1.4145, -0.4544], [-3.5835, 0.2598, -0.4784], [-2.4417, -0.2250, 0.0417], [-1.9963, -1.5416, -0.0576], [-0.7782, -1.9190, 0.4809], [0.0144, -1.0102, 1.1670], [-0.4395, 0.2959, 1.3094], [-1.6289, 0.6882, 0.7329], [-2.1264, 2.3401, 0.8318], [0.1354, 1.0143, 1.8704], [1.3938, -1.3849, 1.6476], [2.3174, -1.4254, 0.5167], [2.5918, -0.3442, -0.2111], [2.2950, 0.8377, 0.2747], [1.7448, 1.9152, -0.2045], [0.9379, 1.9161, -1.2855], [0.3313, 2.7037, -1.4481], [0.6324, 1.0377, -1.6685], [1.9559, 3.0728, 0.4275], [1.4236, 3.8955, 0.2043], [2.5563, 3.0892, 1.2332], [3.2593, -0.4940, -1.3745], [3.6961, -1.3711, -1.6068], [3.6200, 0.3231, -1.8386], [2.6151, -2.3272, 0.1793], [1.7553, -0.6426, 2.3620], [1.3992, -2.3691, 2.1138], [-0.4535, -2.9425, 0.3699], [-2.5966, -2.2785, -0.5651]]}

No. 2
{"formula": "C3H10N2S", "method": "wB97M-V/def2-TZVPD", "de_lowest_ev": 1.4945, "smiles": "[H]/N=C/N.CSC", "gap_ha": 0.33801, "energy_ev": -17087.10979, "species": ["C", "S", "C", "H", "H", "H", "H", "H", "H", "N", "C", "N", "H", "H", "H", "H"], "xyz": [[0.4429, 1.4333, 0.8509], [1.5213, 0.8210, -0.4327], [2.9279, 0.1626, 0.4771], [0.9230, 2.4041, 1.2842], [0.4622, 0.7640, 1.7096], [-0.6423, 1.7048, 0.6248], [3.8237, -0.1619, -0.2765], [3.3755, 0.7819, 1.2355], [2.6555, -0.6393, 1.0995], [-1.5155, -1.5734, -1.6739], [-2.4116, -0.8135, -0.9203], [-2.5312, -0.7540, 0.4087], [-1.8517, -1.9032, -2.5801], [-0.8119, -2.0751, -1.2016], [-3.1457, -0.0926, -1.3814], [-3.2220, -0.0588, 0.7760]]}

No. 3
{"formula": "C6H6N2", "method": "wB97M-V/def2-TZVPD", "de_lowest_ev": 6.6475, "gap_ha": 0.29640, "energy_ev": -9292.09695, "species": ["C", "C", "C", "C", "C", "C", "H", "H", "H", "H", "H", "H", "N", "N"], "xyz": [[0.4220, -1.6061, 0.2785], [0.7373, -0.2403, -0.0396], [1.9927, 0.1448, -0.1239], [-0.1731, 0.8168, 0.1449], [-1.6578, 0.6259, 0.0955], [-2.6867, -0.2284, -0.1713], [1.1323, -2.0735, -0.4980], [0.4656, -1.7112, 1.3805], [-0.6363, -2.0679, -0.4314], [1.1023, 2.5909, -0.1781], [-0.5157, 2.5882, -0.4992], [-3.5106, -1.2254, -0.1492], [3.2000, 0.1602, -0.0621], [0.1280, 2.2260, 0.2533]]}

No. 4
{"formula": "C37H79BIN2O11S", "method": "wB97M-V/def2-TZVPD", "gap_ha": 0.27160, "energy_ev": -84767.66308, "total_charge": -1, "species": ["C", "C", "N", "B", "O", "O", "C", "I", "C", "C", "C", "C", "C", "N", "C", "O", "C", "C", "C", "C", "C", "C", "C", "S", "C", "O", "O", "O", "H", "H", "H", "H", "H", "H", "H", "H", "H", "H", "H", "H", "H", "H", "H", "H", "H", "H", "H", "H", "H", "H", "H", "H", "H", "H", "H", "H", "H", "C", "C", "O", "C", "C", "H", "H", "H", "H", "H", "H", "H", "H", "H", "H", "C", "C", "O", "C", "C", "H", "H", "H", "H", "H", "H", "H", "H", "H", "H", "C", "C", "O", "C", "C", "H", "H", "H", "H", "H", "H", "H", "H", "H", "H", "C", "C", "O", "C", "C", "H", "H", "H", "H", "H", "H", "H", "H", "H", "H", "C", "C", "O", "C", "C", "H", "H", "H", "H", "H", "H", "H", "H", "H", "H"], "xyz": [[-3.4035, -7.2183, 2.1218], [-3.8363, -5.8553, 1.5416], [-2.8187, -5.3947, 0.5937], [-2.8012, -3.8888, 0.3979], [-4.2008, -3.3337, 0.4096], [-2.0839, -3.0583, 1.4053], [-0.8633, -2.6606, 0.9469], [0.4743, -4.3006, 1.6272], [-0.5987, -1.3346, 1.7179], [0.6685, -1.0514, 2.1669], [0.8966, 0.0543, 2.9599], [-0.2157, 0.8382, 3.2149], [-1.4209, 0.5045, 2.6658], [-1.6737, -0.5713, 1.9185], [-1.1105, -2.6007, -0.6629], [-1.2549, -1.3721, -1.2261], [-2.5955, -0.8471, -1.1783], [-3.2861, -0.9331, -2.5318], [-3.9760, -2.2839, -2.7797], [-2.3344, -0.4559, -3.6532], [-2.2997, -1.2652, -4.9440], [-1.1254, -0.7042, -5.7825], [-3.5788, -1.1031, -5.7929], [0.3275, -3.2963, -1.6915], [0.1448, -5.0570, -1.8127], [1.6134, -2.9057, -1.1574], [0.1208, -2.7996, -3.0368], [-2.1140, -3.4810, -0.8423], [-3.9104, -7.4066, 3.0678], [-3.6152, -7.9950, 1.3901], [-2.3355, -7.1588, 2.2901], [-4.8202, -5.9240, 1.0820], [-3.8766, -5.1682, 2.3813], [-3.0634, -5.7864, -0.3109], [-4.3196, -2.7966, 1.1923], [1.4743, -1.7229, 1.9236], [1.8700, 0.2769, 3.3609], [-0.1410, 1.7082, 3.8496], [-2.2644, 1.1583, 2.8633], [-2.4815, 0.2155, -0.9611], [-3.2018, -1.2612, -0.3812], [-4.0951, -0.2023, -2.4677], [-4.7499, -2.1603, -3.5324], [-4.4431, -2.5964, -1.8510], [-3.2479, -3.0262, -3.0777], [-2.6290, 0.5566, -3.9408], [-1.3135, -0.3856, -3.2907], [-2.0779, -2.3140, -4.7871], [-0.8878, -1.3890, -6.5928], [-0.2556, -0.4760, -5.1753], [-1.4864, 0.2003, -6.2719], [-4.2319, -0.3346, -5.3901], [-3.3489, -0.9563, -6.8433], [-4.1363, -2.0376, -5.7398], [0.8114, -5.5484, -1.1152], [-0.8657, -5.3897, -1.6094], [0.4239, -5.3538, -2.8160], [-0.7618, -0.6637, 9.4371], [-1.4784, -0.0509, 8.2450], [-0.6132, 0.4038, 7.2245], [0.2199, -0.5787, 6.6294], [-0.5379, -1.7144, 5.9643], [-0.0568, 0.0501, 9.8666], [-1.4840, -0.9461, 10.2045], [-0.2026, -1.5585, 9.1621], [-2.0325, 0.8301, 8.5715], [-2.2164, -0.7502, 7.8367], [0.9386, -0.9620, 7.3641], [0.8018, -0.0533, 5.8723], [-1.1301, -2.2868, 6.6804], [0.1579, -2.4027, 5.4836], [-1.2194, -1.3255, 5.2061], [6.3312, 2.9222, 2.6234], [5.0773, 3.7340, 2.3440], [4.6802, 3.7326, 0.9877], [4.3755, 2.4634, 0.4292], [3.2474, 1.7333, 1.1330], [7.1617, 3.2821, 2.0142], [6.6070, 3.0077, 3.6755], [6.1911, 1.8637, 2.4020], [5.2620, 4.7800, 2.5926], [4.2516, 3.4018, 2.9843], [5.2750, 1.8387, 0.3880], [4.0885, 2.6605, -0.6040], [3.4872, 1.5012, 2.1718], [3.0285, 0.7939, 0.6241], [2.3416, 2.3406, 1.1356], [0.1418, 1.8947, -0.9298], [0.0235, 2.3025, -2.3857], [-0.7455, 3.4851, -2.5617], [-0.2402, 4.6181, -1.8886], [1.1577, 5.0308, -2.3218], [-0.8470, 1.7547, -0.4897], [0.7011, 0.9639, -0.8290], [0.6522, 2.6602, -0.3409], [-0.4873, 1.5228, -2.9471], [1.0140, 2.4152, -2.8416], [-0.2736, 4.4564, -0.8049], [-0.9342, 5.4325, -2.1049], [1.8956, 4.2550, -2.1148], [1.4669, 5.9325, -1.7905], [1.1797, 5.2309, -3.3943], [0.5725, 5.5334, 1.8473], [-0.8584, 5.6655, 2.3380], [-1.1603, 4.8498, 3.4557], [-0.3947, 5.0767, 4.6223], [-0.5149, 6.4857, 5.1791], [0.7939, 4.4940, 1.5972], [0.7252, 6.1453, 0.9574], [1.2966, 5.8535, 2.5982], [-1.5419, 5.3451, 1.5511], [-1.0991, 6.7135, 2.5527], [0.6566, 4.8195, 4.4461], [-0.7684, 4.3652, 5.3592], [-0.1398, 7.2354, 4.4808], [0.0590, 6.5749, 6.1023], [-1.5584, 6.7232, 5.3912], [2.8122, -3.2889, -6.1731], [2.9474, -2.9289, -7.6438], [2.2833, -1.7321, -8.0047], [2.7152, -0.5592, -7.3417], [4.1777, -0.2167, -7.5745], [1.7618, -3.3706, -5.8920], [3.3018, -4.2434, -5.9746], [3.2681, -2.5419, -5.5230], [2.4884, -3.7100, -8.2511], [4.0031, -2.8844, -7.9387], [2.4955, -0.6274, -6.2710], [2.0948, 0.2478, -7.7324], [4.8455, -0.9878, -7.1880], [4.4277, 0.7200, -7.0750], [4.3791, -0.1096, -8.6420]]}